[1]
Density functional theory data (ωB97M-V/def2-TZVPD) for a molecular structure, C18H54B2Ca2F10O9 at a distorted geometry.

```
95
Properties=species:S:1:pos:R:3:lowdin_charge:R:1
Ca -0.86 -0.77 -2.20 1.52
Ca 1.11 -0.69 1.03 1.52
B 3.26 -2.21 -0.10 -1.41
F 4.35 -2.58 0.62 0.19
F 2.08 -2.66 0.49 0.05
F 3.11 -0.83 -0.11 0.06
F 3.33 -2.61 -1.37 0.21
B -1.54 1.24 -4.35 -1.37
F -0.72 2.04 -5.11 0.16
F -2.75 1.22 -4.96 0.18
F -1.04 -0.07 -4.48 0.04
F -1.47 1.52 -2.99 0.09
F 0.75 0.49 -0.90 -0.60
F -0.77 -1.73 0.00 -0.62
C -0.55 5.52 2.42 -0.09
C 0.21 5.92 1.17 -0.32
O 1.29 5.02 1.02 -0.10
H -1.39 6.20 2.57 0.07
H 0.09 5.57 3.31 0.08
H -1.09 4.58 2.35 0.04
H 0.55 6.94 1.35 0.10
H -0.30 5.96 0.22 0.11
H 1.22 4.42 0.27 0.02
C -5.10 0.09 -0.39 -0.04
C -4.10 -0.74 -1.23 -0.31
O -3.10 0.03 -1.80 -0.18
H -4.52 0.40 0.48 0.05
H -5.98 -0.52 -0.16 0.08
H -5.48 0.96 -0.93 0.08
H -4.65 -1.28 -2.00 0.11
H -3.66 -1.58 -0.68 0.10
H -3.48 0.82 -2.19 0.11
C 4.76 0.79 2.61 -0.06
C 3.48 0.17 2.96 -0.32
O 2.39 0.77 2.26 -0.19
H 5.56 0.28 3.14 0.09
H 4.68 1.82 2.95 0.09
H 4.90 0.78 1.52 0.10
H 3.24 0.37 4.01 0.12
H 3.41 -0.92 2.90 0.11
H 2.34 1.69 2.53 0.11
C 3.01 -0.03 -4.36 -0.03
C 1.97 -1.26 -4.33 -0.24
O 1.49 -1.32 -2.99 -0.18
H 3.98 -0.43 -4.05 0.07
H 2.83 0.79 -3.67 0.05
H 3.04 0.37 -5.37 0.07
H 2.39 -2.22 -4.64 0.11
H 1.18 -1.17 -5.07 0.10
H 2.25 -1.46 -2.42 0.05
C 2.22 -3.22 4.67 -0.04
C 0.99 -2.42 4.12 -0.31
O 1.02 -2.39 2.75 -0.17
H 2.50 -4.02 3.98 0.08
H 2.12 -3.55 5.71 0.08
H 3.05 -2.53 4.63 0.06
H 1.17 -1.43 4.52 0.10
H -0.02 -2.64 4.45 0.11
H 0.89 -3.31 2.48 0.11
C -3.62 -3.67 3.61 -0.07
C -3.30 -3.34 2.13 -0.29
O -1.91 -3.68 1.99 -0.12
H -2.88 -3.22 4.28 0.07
H -3.83 -4.72 3.80 0.07
H -4.57 -3.14 3.69 0.06
H -3.41 -2.29 1.84 0.10
H -3.74 -4.03 1.41 0.11
H -1.65 -3.00 1.36 0.01
C -2.07 -4.26 -2.15 -0.06
C -1.64 -3.65 -3.50 -0.24
O -1.96 -2.26 -3.44 -0.23
H -2.95 -3.70 -1.83 0.06
H -1.33 -4.21 -1.35 0.07
H -2.49 -5.27 -2.16 0.07
H -1.98 -4.28 -4.32 0.12
H -0.56 -3.64 -3.65 0.11
H -2.75 -2.07 -3.94 0.12
C -1.89 1.57 0.86 -0.04
C -0.82 1.81 1.96 -0.24
O -0.28 0.56 2.42 -0.19
H -2.88 1.27 1.20 0.06
H -1.61 0.95 0.01 0.04
H -2.01 2.54 0.38 0.08
H -1.09 2.50 2.76 0.11
H -0.01 2.33 1.46 0.10
H -0.56 0.50 3.33 0.10
C 2.34 4.91 -2.42 -0.08
C 1.78 3.53 -2.14 -0.33
O 1.89 3.20 -0.82 -0.09
H 2.23 5.15 -3.48 0.08
H 3.40 5.03 -2.21 0.08
H 1.84 5.70 -1.85 0.07
H 2.38 2.79 -2.68 0.11
H 0.73 3.61 -2.42 0.12
H 1.60 2.29 -0.78 0.05
```

Output
Relative energy (zero: lowest compared OMol25 entry of this formula, charge and spin)   0.000 eV
Highest occupied orbital energy   -9.71 eV

***

[2]
Density functional theory data (ωB97M-V/def2-TZVPD) for 10 unconnected molecules or ions with the total composition C18H54BF4O9 at a distorted geometry.

```
86
Properties=species:S:1:pos:R:3:lowdin_charge:R:1
B 0.13 0.47 0.18 -1.37
F 0.22 -0.65 0.85 0.24
F 0.15 0.09 -1.20 0.07
F -1.03 1.18 0.44 0.16
F 1.27 1.24 0.29 0.15
C -3.12 -3.11 -0.84 -0.05
C -2.76 -1.95 0.12 -0.26
O -1.97 -2.40 1.18 -0.04
H -3.69 -3.81 -0.34 0.04
H -2.28 -3.71 -1.28 0.10
H -3.75 -2.91 -1.50 -0.02
H -3.59 -1.56 0.56 0.08
H -2.12 -1.29 -0.64 0.15
H -1.33 -1.80 1.44 0.00
C 0.39 -2.16 4.12 -0.05
C 1.32 -0.98 4.45 -0.25
O 0.99 -0.34 5.69 0.02
H -0.65 -1.80 3.94 0.08
H 0.52 -3.06 4.69 0.07
H 0.51 -2.50 3.14 0.03
H 1.26 -0.38 3.67 0.05
H 2.36 -1.24 4.27 0.11
H 1.35 0.38 5.88 -0.06
C -1.81 1.94 4.93 -0.07
C -2.17 1.09 3.70 -0.37
O -3.55 0.78 3.64 -0.12
H -2.32 2.86 4.74 0.03
H -0.64 2.25 4.76 0.13
H -2.25 1.29 5.81 0.12
H -1.72 0.27 3.99 0.02
H -1.66 1.12 2.80 0.08
H -4.03 0.89 2.69 0.13
C -3.06 0.75 -4.81 -0.09
C -1.74 0.63 -4.07 -0.30
O -1.88 1.31 -2.83 -0.12
H -3.03 0.12 -5.65 0.05
H -3.11 1.79 -5.28 0.10
H -3.89 0.46 -4.37 0.01
H -0.88 1.19 -4.69 0.15
H -1.46 -0.42 -3.70 0.13
H -1.54 0.91 -2.02 0.04
C -5.46 2.14 0.06 -0.08
C -3.98 1.89 -0.08 -0.40
O -3.64 1.20 0.99 -0.09
H -5.94 2.73 -0.82 0.11
H -5.61 2.48 1.12 0.09
H -5.86 1.20 0.24 0.04
H -3.53 2.80 -0.31 0.10
H -3.88 1.26 -0.97 0.11
H -2.66 1.02 0.92 0.09
C 2.66 4.87 -0.46 -0.06
C 1.40 4.22 -1.08 -0.27
O 0.63 5.26 -1.69 -0.08
H 3.31 5.19 -1.21 0.04
H 3.31 4.23 0.21 0.09
H 2.35 5.61 0.23 0.05
H 0.73 3.77 -0.49 0.06
H 1.67 3.51 -1.98 0.15
H -0.06 4.83 -2.13 0.04
C 4.33 -3.61 1.44 -0.12
C 2.99 -3.06 1.22 -0.35
O 3.06 -1.62 1.30 -0.05
H 4.80 -3.66 0.47 0.06
H 4.18 -4.75 1.43 0.09
H 4.83 -3.18 2.42 0.13
H 2.39 -3.54 1.94 0.07
H 2.33 -3.38 0.30 0.15
H 2.28 -1.43 0.85 0.01
C 4.86 1.54 -2.33 -0.05
C 3.71 1.05 -1.46 -0.32
O 2.71 0.64 -2.38 -0.10
H 4.52 2.45 -2.69 0.05
H 5.02 0.83 -3.06 0.06
H 5.59 1.59 -1.67 0.03
H 3.22 1.69 -0.68 0.11
H 4.07 0.22 -0.83 0.10
H 1.82 0.62 -1.94 0.06
C 1.96 -4.04 -3.31 -0.03
C 1.71 -2.47 -2.78 -0.26
O 0.68 -2.57 -1.82 -0.11
H 0.94 -4.45 -3.60 0.09
H 2.20 -4.39 -2.41 -0.01
H 2.77 -4.10 -3.97 0.04
H 1.30 -1.84 -3.60 0.11
H 2.53 -2.03 -2.31 0.07
H 0.33 -1.68 -1.82 0.03
```

Output
Relative energy (zero: lowest compared OMol25 entry of this formula, charge and spin)   9.499 eV
Highest occupied orbital energy   -6.79 eV
Charge   -1

***

Which value of relative energy (zero: lowest compared OMol25 entry of this formula, charge and spin) does entry 1 give? 0.000 eV